# 1
{"formula": "C26H25ClF14N2O8", "method": "the ωB97M-V functional and the def2-TZVPD basis", "symbols": ["C", "C", "C", "N", "C", "C", "Cl", "C", "C", "F", "F", "C", "F", "F", "C", "C", "F", "F", "C", "F", "F", "C", "F", "F", "F", "C", "C", "C", "O", "N", "C", "C", "C", "F", "C", "F", "F", "C", "O", "H", "H", "H", "H", "H", "H", "H", "H", "H", "H", "H", "H", "H", "C", "O", "C", "O", "O", "C", "H", "H", "H", "H", "H", "H", "C", "O", "C", "O", "O", "C", "H", "H", "H", "H", "H", "H"], "positions_angstrom": [[-4.169820, 2.683766, 0.523968], [-2.894393, 1.794405, 0.552402], [-3.321628, 0.353501, 0.273975], [-2.211991, -0.621923, 0.080611], [-1.084093, -0.369389, 0.880753], [-1.034223, -0.699210, 2.221552], [-2.470883, -1.472808, 2.797484], [0.038508, -0.475668, 3.012226], [-0.068493, -0.974383, 4.458692], [-1.144200, -0.386701, 5.025292], [0.952786, -0.668961, 5.273166], [-0.182965, -2.533443, 4.554626], [-1.327342, -2.931614, 5.110687], [-0.002548, -3.082795, 3.335728], [1.161181, 0.169915, 2.470672], [2.354169, 0.463758, 3.366824], [1.948494, 1.243852, 4.385886], [2.808500, -0.717069, 3.831740], [3.633180, 1.196663, 2.873410], [4.498962, 1.043004, 3.911052], [4.252830, 0.623143, 1.844892], [3.505058, 2.764859, 2.767821], [4.423510, 3.240238, 1.949066], [3.744160, 3.309470, 3.962455], [2.279344, 3.149891, 2.414179], [1.118101, 0.476210, 1.145427], [0.019733, 0.190895, 0.344945], [0.328270, 0.581011, -1.092631], [-0.414350, 0.916728, -1.984185], [1.748526, 0.452080, -1.131906], [2.234854, -0.917321, -1.297719], [3.600203, -0.968006, -2.013279], [3.688692, -0.028754, -3.159720], [3.705271, 1.289823, -2.945500], [3.801380, -0.416397, -4.424297], [4.078830, 0.419533, -5.391529], [3.670682, -1.660318, -4.835272], [2.079401, 1.103691, 0.142688], [2.864882, 2.003544, 0.137665], [-4.855988, 2.278231, -0.213548], [-4.639450, 2.590694, 1.499707], [-3.902635, 3.711988, 0.317402], [-2.184238, 2.148153, -0.192801], [-2.469042, 1.926139, 1.546777], [-3.880506, 0.372347, -0.655132], [-3.950944, 0.027027, 1.095258], [-1.892144, -0.588245, -0.878203], [0.603886, -2.908378, 5.206148], [1.535620, -1.413831, -1.971997], [2.250606, -1.494134, -0.367683], [4.371632, -0.737891, -1.278963], [3.745097, -1.955713, -2.435322], [-2.798619, 3.170746, -3.872388], [-3.875656, 3.915904, -4.443433], [-4.855354, 4.194060, -3.587098], [-4.891547, 3.874135, -2.427384], [-5.790074, 4.886896, -4.234941], [-6.910400, 5.255596, -3.429484], [-2.068829, 3.004324, -4.659091], [-2.328026, 3.731889, -3.067108], [-3.150131, 2.207318, -3.507223], [-6.598002, 5.894619, -2.605551], [-7.419131, 4.371146, -3.050205], [-7.589579, 5.809028, -4.071610], [0.422309, -4.538050, 0.986316], [1.121814, -5.691426, 0.514810], [2.105475, -5.410142, -0.335644], [2.421257, -4.309316, -0.710350], [2.680364, -6.553097, -0.701631], [3.762519, -6.399180, -1.621575], [-0.351470, -4.882713, 1.663576], [1.096804, -3.879213, 1.522782], [-0.043912, -4.010670, 0.154267], [4.560756, -5.805088, -1.180321], [3.417988, -5.942189, -2.547506], [4.136972, -7.396182, -1.834698]], "atomic_forces_ev_per_a": [[0.76, -0.95, 0.27], [-0.88, 0.48, -0.07], [0.65, 0.24, 0.12], [0.23, 0.22, 0.24], [-1.45, -0.11, -1.11], [-1.87, -0.68, -0.10], [-0.04, -0.04, 0.11], [1.13, 0.21, 1.41], [-0.57, -0.25, 0.03], [-0.28, 0.07, 0.16], [0.00, -0.10, 0.23], [0.80, 0.12, 0.71], [-0.63, -0.12, -0.20], [-0.29, -0.30, -0.10], [0.69, 0.32, 0.59], [-0.15, 0.11, -0.90], [0.01, 0.37, 0.40], [0.38, -0.42, 0.05], [0.77, 0.45, 1.07], [0.10, -0.18, 0.17], [-0.44, -0.11, -0.53], [0.02, -0.02, 0.21], [0.00, 0.06, -0.40], [-0.13, -0.04, 0.15], [-0.05, 0.03, -0.21], [0.83, 0.74, -1.13], [0.42, 0.79, -0.36], [-0.52, -0.91, 0.10], [0.70, -0.59, 0.79], [-0.34, 1.36, -0.23], [0.09, -0.48, -0.99], [-0.62, 0.62, 0.46], [-0.06, -0.45, -0.60], [0.39, 0.24, 0.29], [-0.01, 0.41, 0.90], [-0.17, 0.05, -0.62], [0.20, -0.26, -0.22], [1.05, -0.25, -1.01], [-0.52, -0.64, 0.82], [-0.14, 0.42, -0.23], [-0.23, 0.25, 0.08], [-0.26, 0.16, -0.07], [0.14, -0.09, -0.09], [0.39, -0.24, 0.00], [-0.23, -0.28, -0.05], [-0.25, -0.21, -0.08], [-0.28, 0.16, -0.13], [0.30, 0.16, -0.06], [-0.19, -0.05, 0.12], [0.03, 0.07, 0.09], [0.30, -0.05, -0.14], [0.14, -0.30, 0.34], [0.29, -0.17, 0.03], [0.00, 0.01, -0.03], [0.02, 0.03, -0.16], [-0.02, -0.02, 0.07], [-0.03, 0.03, -0.04], [-0.23, 0.11, 0.04], [-0.12, 0.10, -0.12], [-0.08, -0.05, 0.08], [-0.02, 0.05, 0.10], [0.03, -0.10, 0.06], [0.08, 0.00, 0.09], [0.11, -0.02, -0.12], [-0.22, 0.10, -0.02], [0.04, 0.01, -0.07], [-0.08, -0.24, 0.08], [0.05, 0.16, -0.07], [0.00, 0.01, 0.00], [0.20, -0.09, -0.16], [0.07, -0.20, -0.03], [0.09, 0.05, -0.11], [0.07, 0.05, -0.01], [-0.06, 0.09, -0.03], [0.01, 0.10, 0.05], [-0.12, -0.05, 0.10]], "mulliken_charge": [-1.50, 0.48, -1.14, -0.22, -0.30, 0.98, -0.22, 0.19, 0.42, -0.31, -0.30, -0.10, -0.24, -0.12, -0.24, 1.42, -0.36, -0.31, 0.21, -0.35, -0.23, 0.81, -0.25, -0.28, -0.23, 0.09, 1.19, -1.19, -0.65, 0.61, -0.36, -0.72, 0.23, -0.28, 0.39, -0.23, -0.23, -0.58, -0.51, 0.37, 0.41, 0.39, 0.08, 0.15, 0.63, 0.21, 0.48, 0.31, 0.37, 0.36, 0.31, 0.36, -0.56, -0.33, 0.76, -0.53, -0.35, -0.62, 0.27, 0.29, 0.26, 0.29, 0.29, 0.22, -0.43, -0.36, 0.78, -0.54, -0.36, -0.59, 0.28, 0.20, 0.27, 0.28, 0.28, 0.21], "smiles": "CCCNc1c(Cl)c(C(F)(F)C(F)F)c(C(F)(F)C(F)(F)C(F)(F)F)c2c1C(=O)N(CCC(F)=C(F)F)C2=O.COC(=O)OC.COC(=O)OC", "e_lumo_ev": -0.8548, "spin_multiplicity": 1}



# 2
{"formula": "CHBrCl3CuPt", "method": "the ωB97M-V functional and the def2-TZVPD basis", "symbols": ["Pt", "Cu", "Br", "C", "Cl", "Cl", "Cl", "H"], "positions_angstrom": [[-0.106166, 3.918991, 1.344505], [-3.538874, 1.152425, 2.043947], [-0.850740, 1.427941, 1.434034], [0.872118, -1.282726, -0.933814], [0.744780, -2.994532, -0.636046], [0.040104, -0.746989, -2.373260], [2.506442, -0.635127, -0.831408], [0.332335, -0.839983, -0.047959]], "atomic_forces_ev_per_a": [[-0.27, -1.03, 0.15], [0.93, 0.17, -0.16], [-0.72, 0.84, 0.04], [1.13, -0.54, -1.63], [-0.09, 0.50, 0.24], [-0.06, -0.03, 0.73], [-0.78, -0.20, 0.38], [-0.14, 0.29, 0.25]], "mulliken_spin": [0.96, 0.00, 0.08, -0.03, 0.33, 0.21, 0.27, 0.18], "de_lowest_ev": 0.112, "charge": 2, "e_lumo_ev": [-8.8485, -13.4310], "spin_multiplicity": 3}



# 3
{"formula": "C2H4ClN3", "method": "the ωB97M-V functional and the def2-TZVPD basis", "symbols": ["C", "C", "N", "N", "N", "Cl", "H", "H", "H", "H"], "positions_angstrom": [[-2.002039, 0.373067, 0.148071], [0.253892, -0.137150, -0.192076], [-1.046095, -0.250205, -0.452149], [0.690538, -0.097825, 1.412071], [1.273523, -0.418415, -1.026589], [2.337590, -0.298666, 1.667975], [-2.989373, -0.089955, 0.058705], [-1.801529, 1.079325, 0.821355], [1.140038, -0.085766, -1.982846], [2.143456, -0.074411, -0.454517]], "atomic_forces_ev_per_a": [[0.62, -4.26, -2.53], [3.45, -0.83, 6.84], [-1.52, 0.32, -0.08], [-3.76, 0.21, -5.53], [0.71, 2.00, 1.12], [0.69, 0.02, -0.47], [0.14, 0.60, -0.24], [0.61, 3.20, 2.58], [0.39, -0.25, 0.27], [-1.32, -1.02, -1.96]], "mulliken_charge": [-0.27, 0.47, -0.36, -0.36, -0.40, -0.20, 0.25, 0.35, 0.28, 0.23], "de_lowest_ev": 2.401, "smiles": "C=N/C(N)=N/Cl", "e_lumo_ev": [-0.5969, -0.5962], "spin_multiplicity": 1}



# 4
{"formula": "C32H39CrN7O3S2", "method": "the ωB97M-V functional and the def2-TZVPD basis", "symbols": ["Cr", "C", "C", "C", "C", "C", "C", "C", "C", "N", "C", "O", "C", "C", "C", "C", "C", "N", "C", "O", "N", "C", "C", "C", "C", "C", "C", "C", "C", "H", "H", "H", "H", "H", "H", "H", "H", "H", "H", "H", "H", "H", "H", "H", "H", "H", "H", "H", "H", "H", "C", "N", "C", "N", "S", "H", "H", "H", "H", "H", "H", "C", "S", "C", "O", "H", "H", "H", "H", "H", "H", "N", "C", "C", "C", "C", "C", "N", "H", "H", "H", "H", "H", "H"], "positions_angstrom": [[-0.250409, -0.085204, -0.313842], [-0.974023, -1.371564, 3.529610], [-0.452808, -2.556771, 2.769001], [0.251317, -3.551202, 3.431033], [0.693261, -4.680609, 2.757358], [0.365423, -4.831212, 1.423717], [-0.368986, -3.862639, 0.742860], [-0.825140, -4.173124, -0.652233], [-0.714906, -2.679711, 1.399107], [-1.274525, -1.571786, 0.703522], [-2.583577, -1.312227, 0.947662], [-3.331090, -1.947321, 1.686304], [-3.048106, -0.077954, 0.230537], [-4.313431, 0.425170, 0.259258], [-4.587175, 1.637957, -0.429396], [-3.549871, 2.309772, -1.060980], [-2.272128, 1.781936, -1.046389], [-2.057126, 0.564751, -0.452631], [-1.042418, 2.426085, -1.539482], [-1.036341, 3.525546, -2.098189], [0.071004, 1.654924, -1.296920], [1.238279, 1.986584, -2.023241], [1.224364, 1.927973, -3.427051], [-0.039854, 1.667241, -4.194402], [2.410182, 2.110786, -4.122702], [3.606645, 2.344123, -3.461762], [3.607269, 2.438715, -2.082610], [2.431450, 2.286302, -1.352955], [2.474697, 2.497376, 0.136408], [-0.482095, -1.283510, 4.499196], [-2.047801, -1.487557, 3.697939], [-0.831333, -0.451604, 2.959959], [0.443227, -3.441598, 4.491488], [1.252503, -5.447205, 3.276459], [0.652438, -5.730846, 0.894191], [0.002476, -4.500161, -1.284504], [-1.306035, -3.319165, -1.111294], [-1.558401, -4.981853, -0.621240], [-5.070104, -0.102887, 0.821412], [-5.589132, 2.038385, -0.441428], [-3.698819, 3.263402, -1.549467], [-0.720251, 1.004644, -3.656063], [0.185044, 1.222101, -5.163375], [-0.577257, 2.603264, -4.351775], [2.395696, 2.050963, -5.204043], [4.525348, 2.463987, -4.019984], [4.528667, 2.651691, -1.553297], [2.711294, 3.542276, 0.352837], [3.242638, 1.879377, 0.603872], [1.515752, 2.259325, 0.587892], [2.069604, 1.109370, 4.059644], [1.899054, 0.678262, 2.688978], [2.335856, -0.485279, 2.198396], [3.107414, -1.300823, 2.952902], [1.985770, -0.973126, 0.614716], [1.819078, 2.166158, 4.123695], [3.109181, 1.004734, 4.366878], [1.427897, 0.554797, 4.749880], [1.164163, 1.112524, 2.131116], [3.117661, -1.203764, 3.954652], [3.246673, -2.229323, 2.587544], [-0.781216, 3.837467, 1.876512], [-1.506321, 2.207318, 1.815374], [-1.944295, 2.013405, 3.535492], [-0.335420, 1.269991, 1.586673], [-1.563399, 4.557809, 2.105434], [-0.381632, 4.032984, 0.884363], [0.007043, 3.863773, 2.627221], [-2.699820, 2.758637, 3.772509], [-1.063161, 2.131257, 4.163364], [-2.366525, 1.016627, 3.640961], [2.150108, -0.957247, -2.491043], [0.931142, -1.350444, -2.899251], [0.816550, -1.992949, -4.153164], [-0.416232, -2.315985, -4.643131], [-1.549758, -2.013203, -3.882988], [-1.364419, -1.427610, -2.660861], [-0.153121, -1.095140, -2.146365], [2.953097, -1.207604, -3.036668], [2.309717, -0.444260, -1.636015], [1.717445, -2.189329, -4.716686], [-0.508838, -2.792447, -5.609656], [-2.547468, -2.244374, -4.221027], [-2.211661, -1.209156, -2.029814]], "atomic_forces_ev_per_a": [[1.72, -1.00, 0.78], [0.05, 0.05, -0.01], [-0.01, 0.07, 0.19], [0.02, -0.01, -0.02], [-0.01, 0.04, -0.02], [-0.09, 0.03, 0.08], [0.06, -0.03, -0.01], [-0.01, 0.06, -0.06], [-0.03, 0.00, 0.07], [-1.03, -0.14, 0.02], [1.24, -0.63, 0.10], [-0.62, 0.13, -0.01], [1.39, 0.61, -1.03], [-1.02, 1.17, -0.41], [0.61, -1.02, 0.47], [-0.21, 0.36, -0.17], [-0.76, -2.21, 1.21], [-2.69, 1.74, 0.01], [2.38, -0.07, -0.45], [-0.65, -0.04, 0.18], [-1.06, 1.16, -0.45], [0.06, 0.24, 0.05], [-0.03, 0.00, -0.08], [-0.04, 0.01, -0.02], [0.05, -0.04, 0.01], [-0.03, -0.01, -0.01], [-0.04, 0.00, -0.02], [0.00, 0.00, 0.01], [-0.03, 0.03, -0.07], [0.05, 0.02, 0.06], [0.01, -0.01, 0.00], [0.10, -0.14, 0.08], [0.02, 0.01, 0.07], [0.03, -0.04, 0.02], [0.02, -0.06, -0.03], [0.01, 0.04, -0.03], [0.00, 0.05, -0.05], [0.02, -0.04, -0.01], [-0.06, -0.03, -0.02], [-0.07, 0.05, 0.02], [-0.03, 0.02, -0.02], [0.08, -0.01, -0.06], [0.00, -0.01, -0.02], [-0.02, 0.02, -0.03], [-0.01, 0.00, -0.05], [0.04, 0.02, -0.02], [0.03, 0.01, 0.02], [0.00, 0.05, 0.02], [-0.02, 0.00, -0.02], [0.06, 0.07, -0.10], [0.02, -0.12, -0.17], [0.76, -0.86, 0.24], [-0.15, 0.23, 0.17], [-0.09, 0.27, 0.14], [0.22, -0.08, -0.01], [-0.02, 0.02, 0.00], [0.06, 0.01, 0.06], [-0.01, -0.04, 0.06], [0.07, 0.04, 0.25], [0.00, 0.01, 0.00], [-0.04, 0.04, -0.01], [-0.07, -0.02, 0.07], [0.26, 0.06, 0.22], [-0.02, 0.09, -0.02], [-0.89, 0.82, 0.50], [-0.04, 0.07, 0.02], [0.04, 0.02, -0.09], [0.05, 0.01, 0.00], [-0.06, 0.07, 0.07], [0.03, -0.01, 0.04], [0.00, -0.01, 0.03], [0.28, -0.22, 0.25], [-0.38, 0.04, -0.28], [0.01, -0.03, -0.07], [0.05, 0.03, 0.04], [-0.10, -0.02, 0.03], [0.53, -0.02, 0.00], [0.19, -0.91, -1.42], [-0.02, 0.08, -0.02], [-0.10, -0.01, -0.16], [0.04, -0.04, -0.06], [-0.01, -0.02, -0.03], [-0.04, -0.02, -0.05], [-0.06, -0.02, 0.05]], "mulliken_spin": [4.03, -0.01, 0.00, 0.00, 0.00, 0.00, -0.01, 0.00, -0.01, -0.10, 0.00, 0.03, 0.11, -0.01, 0.04, -0.01, 0.09, -0.11, 0.03, 0.03, -0.10, 0.01, -0.02, 0.00, 0.00, 0.00, 0.00, -0.02, -0.01, 0.00, 0.00, 0.02, 0.00, 0.00, 0.00, 0.00, 0.01, 0.00, 0.00, 0.00, 0.00, 0.00, 0.00, 0.00, 0.00, 0.00, 0.00, 0.00, 0.00, 0.02, 0.00, 0.00, 0.02, 0.01, -0.01, 0.00, 0.00, 0.00, 0.01, 0.00, 0.00, 0.00, 0.00, 0.01, -0.05, 0.00, 0.00, 0.00, 0.00, 0.00, 0.00, 0.02, 0.01, -0.01, 0.01, 0.00, 0.08, -0.07, 0.00, 0.00, 0.00, 0.00, 0.00, -0.01], "de_lowest_ev": 0.000, "e_lumo_ev": [0.1004, -0.0376], "spin_multiplicity": 5}



| no. | strongest force on any atom (eV/A) |
| --- | --- |
| 1 | 2.0 |
| 2 | 2.1 |
| 3 | 7.7 |
| 4 | 3.2 |